Record 1
Molecular formula: C7H15N4O2
Method: DFT, ωB97M-V with the def2-TZVPD basis set

```
28
Properties=species:S:1:pos:R:3:nbo_charge:R:1
C -3.258 2.252 0.483 -0.43
C -3.038 1.005 0.343 0.29
C 1.789 0.868 -0.512 -0.24
C 1.165 -1.497 -0.357 -0.23
C 0.375 1.301 -0.254 -0.23
C -0.390 -1.067 -0.307 -0.25
C 2.921 -0.734 1.077 -0.44
N -4.143 -0.574 -0.734 0.10
N 2.090 -0.393 -0.055 -0.21
N -3.321 -0.252 0.264 0.10
N -0.567 0.333 -0.640 -0.50
O -2.915 -1.111 1.114 -0.56
O -4.497 -1.826 -0.628 -0.45
H -2.848 3.066 -0.172 0.25
H -4.128 2.682 0.935 0.25
H 1.929 0.850 -1.604 0.24
H 2.546 1.485 -0.022 0.24
H 1.268 -2.262 0.330 0.22
H 1.386 -1.944 -1.420 0.24
H 0.321 1.533 0.808 0.23
H 0.171 2.222 -0.901 0.25
H -0.936 -1.765 -0.954 0.24
H -0.724 -1.299 0.712 0.26
H 2.207 -1.251 1.823 0.22
H 3.838 -1.417 0.940 0.26
H 3.208 0.311 1.555 0.22
H -1.265 0.464 -1.390 0.43
H -4.161 -2.302 0.143 0.51
```

Calculated values
Relative energy (zero: lowest compared OMol25 entry of this formula, charge and spin) = 1011.93 kJ/mol
Gap between HOMO and LUMO (alpha / beta) = 8.68 / 4.96 eV
HOMO level (alpha / beta) = -12.707 / -11.501 eV
E = -17541.47839 eV
Charge = +1
Molecular weight = 187.22 g mol⁻¹

Record 2
Molecular formula: C20H36N3O5
Method: DFT, ωB97M-V with the def2-TZVPD basis set

```
64
Properties=species:S:1:pos:R:3:nbo_charge:R:1
C 1.367 1.662 -5.141 -0.63
C 0.042 2.415 -5.282 -0.07
O -1.028 1.486 -5.209 -0.52
C -2.199 2.017 -4.649 -0.07
C -2.110 2.155 -3.117 -0.10
O -1.217 1.169 -2.625 -0.53
C -1.225 1.063 -1.218 -0.10
C -0.940 -0.373 -0.891 0.14
C -1.679 -1.439 -1.332 -0.05
N -1.051 -2.586 -0.872 -0.29
C -1.543 -3.936 -1.137 -0.24
C -2.799 -4.257 -0.315 -0.23
N -4.011 -4.105 -1.129 -0.82
C 0.034 -2.230 -0.182 0.47
C 1.033 -3.126 0.448 -0.50
C 2.342 -3.123 -0.384 0.06
C 2.234 -3.176 -1.853 -0.14
O 2.680 -4.298 -1.025 -0.47
N 0.113 -0.886 -0.157 -0.29
C 1.144 -0.075 0.499 -0.21
C 0.575 0.867 1.566 -0.42
C 0.726 0.340 3.011 -0.40
C 1.505 1.288 3.934 -0.43
C 0.583 2.305 4.569 -0.07
O 1.327 3.374 5.174 -0.51
C 1.746 3.130 6.421 0.80
C 2.302 4.328 7.106 -0.72
O 1.689 2.053 6.927 -0.60
H 2.045 1.880 -5.958 0.22
H 1.148 0.598 -5.192 0.22
H 1.837 1.859 -4.184 0.20
H -0.031 3.165 -4.495 0.16
H 0.024 2.916 -6.249 0.18
H -2.986 1.306 -4.877 0.19
H -2.438 2.994 -5.069 0.18
H -3.107 2.023 -2.690 0.17
H -1.773 3.150 -2.816 0.17
H -0.442 1.706 -0.815 0.19
H -2.180 1.366 -0.790 0.21
H -2.548 -1.473 -1.958 0.25
H -1.764 -4.007 -2.197 0.25
H -0.778 -4.664 -0.900 0.23
H -2.746 -5.256 0.101 0.22
H -2.815 -3.556 0.525 0.18
H -4.796 -4.511 -0.632 0.37
H -4.239 -3.119 -1.186 0.35
H 1.274 -2.768 1.443 0.25
H 0.699 -4.154 0.446 0.26
H 3.161 -2.536 0.021 0.20
H 1.311 -3.543 -2.271 0.20
H 3.019 -2.732 -2.441 0.22
H 1.601 0.517 -0.290 0.23
H 1.901 -0.717 0.925 0.22
H 1.143 1.792 1.490 0.23
H -0.461 1.114 1.368 0.22
H -0.279 0.255 3.429 0.21
H 1.141 -0.664 3.044 0.20
H 2.267 1.810 3.360 0.20
H 1.947 0.694 4.726 0.24
H -0.072 1.848 5.304 0.20
H -0.046 2.795 3.829 0.18
H 2.540 4.047 8.123 0.24
H 1.590 5.148 7.118 0.24
H 3.210 4.673 6.620 0.24
```

Calculated values
Relative energy (zero: lowest compared OMol25 entry of this formula, charge and spin) = 0.00 kJ/mol
Gap between HOMO and LUMO = 9.72 eV
HOMO level = -11.983 eV
E = -36023.78547 eV
Charge = +1
Molecular weight = 398.52 g mol⁻¹

- Which of these has the lowest relative energy (zero: lowest compared OMol25 entry of this formula, charge and spin)?
  C20H36N3O5

Please write out number 1 again, unchanged.
Molecular formula: C7H15N4O2
Method: DFT, ωB97M-V with the def2-TZVPD basis set

```
28
Properties=species:S:1:pos:R:3:nbo_charge:R:1
C -3.258 2.252 0.483 -0.43
C -3.038 1.005 0.343 0.29
C 1.789 0.868 -0.512 -0.24
C 1.165 -1.497 -0.357 -0.23
C 0.375 1.301 -0.254 -0.23
C -0.390 -1.067 -0.307 -0.25
C 2.921 -0.734 1.077 -0.44
N -4.143 -0.574 -0.734 0.10
N 2.090 -0.393 -0.055 -0.21
N -3.321 -0.252 0.264 0.10
N -0.567 0.333 -0.640 -0.50
O -2.915 -1.111 1.114 -0.56
O -4.497 -1.826 -0.628 -0.45
H -2.848 3.066 -0.172 0.25
H -4.128 2.682 0.935 0.25
H 1.929 0.850 -1.604 0.24
H 2.546 1.485 -0.022 0.24
H 1.268 -2.262 0.330 0.22
H 1.386 -1.944 -1.420 0.24
H 0.321 1.533 0.808 0.23
H 0.171 2.222 -0.901 0.25
H -0.936 -1.765 -0.954 0.24
H -0.724 -1.299 0.712 0.26
H 2.207 -1.251 1.823 0.22
H 3.838 -1.417 0.940 0.26
H 3.208 0.311 1.555 0.22
H -1.265 0.464 -1.390 0.43
H -4.161 -2.302 0.143 0.51
```

Calculated values
Relative energy (zero: lowest compared OMol25 entry of this formula, charge and spin) = 1011.93 kJ/mol
Gap between HOMO and LUMO (alpha / beta) = 8.68 / 4.96 eV
HOMO level (alpha / beta) = -12.707 / -11.501 eV
E = -17541.47839 eV
Charge = +1
Molecular weight = 187.22 g mol⁻¹

- The highest molecular weight belongs to which entry?
  C20H36N3O5